Computed, not measured: a single C6H10O molecule, with ωB97M-V/def2-TZVPD.

Its multiplicity is 1. As for the structure (SMILES): C[C@H]1CC[C@H]2O[C@@H]12. Its total charge is 0. The total energy comes out at -8430.776 eV. As for the LUMO energy: 1.14 eV. Its HOMO-LUMO gap is 11.114 eV.

XYZ file:
```
17
Properties=species:S:1:pos:R:3:forces:R:3:nbo_charge:R:1
O 1.727 -0.342 0.564 0.2 -0.1 -0.1 -0.502
C 0.194 1.166 -1.691 0.0 0.0 0.0 -0.603
C -0.889 -0.712 -0.322 0.0 0.0 -0.1 -0.399
C 0.768 0.699 0.746 -0.1 0.2 0.0 0.054
C 0.684 -0.539 1.516 -0.1 -0.1 0.2 0.054
C -0.429 -1.409 0.981 0.0 0.0 0.0 -0.430
C -0.311 0.728 -0.318 0.0 0.0 0.0 -0.242
H -1.981 -0.693 -0.402 0.2 0.0 0.0 0.213
H -1.239 -1.479 1.715 0.1 0.0 -0.1 0.208
H 0.999 -0.614 2.556 0.0 0.0 -0.2 0.191
H 0.601 2.183 -1.668 -0.1 -0.1 0.0 0.208
H -0.615 1.143 -2.430 0.1 0.0 0.1 0.209
H -1.075 1.437 0.031 0.1 -0.1 -0.1 0.203
H -0.063 -2.424 0.792 -0.1 0.1 0.1 0.219
H 1.164 1.626 1.160 -0.1 -0.2 -0.1 0.192
H -0.519 -1.257 -1.197 0.0 0.1 0.1 0.209
H 0.985 0.490 -2.034 -0.1 0.1 0.1 0.215
```
Positions in Å, forces in eV/Å.